1.
Below is C28H35CrN6O3S as an isolated structure, with properties calculated with wB97M-V/def2-TZVPD.

Computed properties:
**HOMO (alpha / beta)**: -0.2631 / -0.2693 Ha
**Spin multiplicity**: 4
**Total charge**: 0
**Kohn-Sham gap (alpha / beta)**: 7.274 / 7.470 eV
**F_max**: 0.98 eV/A

Each line ends with the Mulliken charge.
Cartesian coordinates (Å):
Cr (0.076, 0.050, 0.230)  -0.05
O (-3.461, -0.495, -1.714)  -0.78
C (-2.462, -0.137, -1.100)  0.09
N (-1.253, -0.708, -1.019)  0.92
C (-0.873, -1.911, -1.650)  -0.20
C (-1.674, -2.691, -2.471)  -0.82
C (-1.145, -3.850, -3.036)  -0.59
C (0.162, -4.227, -2.785)  -0.69
C (0.976, -3.451, -1.963)  -0.71
C (0.460, -2.296, -1.397)  -0.28
N (1.158, -1.418, -0.533)  1.29
C (2.457, -1.510, -0.232)  -0.11
O (3.314, -2.284, -0.650)  -0.77
C (2.883, -0.453, 0.784)  0.52
C (4.181, -0.430, 1.270)  -0.73
C (4.522, 0.556, 2.178)  -0.48
C (3.565, 1.476, 2.584)  -0.85
C (2.290, 1.377, 2.057)  -0.37
N (1.970, 0.441, 1.168)  0.78
C (-2.527, 1.175, -0.317)  0.48
C (-3.693, 1.920, -0.305)  -0.77
C (-3.698, 3.128, 0.369)  -0.37
C (-2.542, 3.564, 1.001)  -0.92
C (-1.419, 2.758, 0.943)  -0.35
N (-1.421, 1.591, 0.309)  0.66
H (-2.692, -2.390, -2.659)  0.52
H (-1.773, -4.458, -3.674)  0.39
H (0.563, -5.131, -3.225)  0.39
H (1.998, -3.731, -1.761)  0.51
H (4.871, -1.183, 0.917)  0.59
H (5.528, 0.605, 2.575)  0.44
H (3.794, 2.252, 3.300)  0.46
H (1.501, 2.052, 2.362)  0.36
H (-4.553, 1.529, -0.831)  0.56
H (-4.596, 3.732, 0.399)  0.43
H (-2.503, 4.506, 1.529)  0.45
H (-0.492, 3.059, 1.416)  0.33
C (-0.479, -1.830, 2.173)  -0.60
O (-0.529, -0.460, 1.858)  -0.53
H (-0.956, -1.985, 3.145)  0.28
H (0.549, -2.209, 2.238)  0.18
H (-1.011, -2.443, 1.435)  0.20
C (5.097, 3.331, -3.062)  -0.94
C (5.770, 2.131, -2.408)  -0.53
C (5.117, 0.783, -2.708)  -1.15
C (3.672, 0.675, -2.238)  0.05
N (2.750, 1.232, -3.219)  0.04
C (1.588, 1.853, -2.958)  0.27
S (1.119, 2.316, -1.392)  -0.36
N (0.837, 2.137, -4.033)  -0.11
C (-0.478, 2.765, -4.045)  -0.36
C (-0.550, 3.901, -5.060)  -0.98
C (0.011, 5.232, -4.565)  -0.46
C (1.492, 5.218, -4.206)  -0.87
H (5.641, 4.251, -2.843)  0.44
H (4.073, 3.464, -2.708)  0.09
H (5.059, 3.222, -4.149)  0.28
H (5.777, 2.273, -1.322)  0.29
H (6.819, 2.088, -2.714)  0.41
H (5.687, -0.012, -2.222)  0.38
H (5.173, 0.565, -3.782)  0.41
H (3.533, 1.238, -1.315)  0.24
H (3.400, -0.363, -2.040)  -0.22
H (2.925, 0.962, -4.176)  0.31
H (1.188, 1.837, -4.931)  0.22
H (-0.662, 3.135, -3.037)  0.27
H (-1.229, 1.999, -4.251)  0.30
H (-1.596, 4.035, -5.343)  0.36
H (-0.033, 3.599, -5.980)  0.34
H (-0.568, 5.547, -3.691)  0.27
H (-0.169, 5.988, -5.333)  0.35
H (1.698, 4.575, -3.349)  0.07
H (1.836, 6.220, -3.948)  0.44
H (2.100, 4.866, -5.043)  0.27

2.
Below is a 7-piece molecular cluster, C28H35F21O14 overall in a non-equilibrium geometry, with properties calculated with wB97M-V/def2-TZVPD.

Computed properties:
**HOMO**: -0.4148 Ha
**Total charge**: 0
**Kohn-Sham gap**: 11.731 eV
**F_max**: 4.02 eV/A
**SMILES string**: CCOC(=O)C(F)(F)F.CCOC(=O)C(F)(F)F.CCOC(=O)C(F)(F)F.CCOC(=O)C(F)(F)F.CCOC(=O)C(F)(F)F.CCOC(=O)C(F)(F)F.CCOC(=O)C(F)(F)F

Each line ends with the Mulliken charge.
Cartesian coordinates (Å):
C (0.142, -0.313, -4.494)  -1.41
C (1.518, -0.502, -3.853)  0.45
O (2.190, -1.476, -4.736)  -0.28
C (3.513, -1.531, -4.636)  0.43
O (4.220, -0.901, -3.844)  -0.54
C (4.194, -2.411, -5.626)  0.80
F (3.421, -3.261, -6.342)  -0.25
F (4.928, -1.682, -6.526)  -0.26
F (5.121, -3.210, -5.006)  -0.20
H (-0.431, -1.222, -4.412)  0.32
H (0.246, -0.045, -5.543)  0.44
H (-0.409, 0.511, -4.008)  0.34
H (1.409, -0.996, -2.878)  -0.15
H (2.046, 0.454, -3.851)  0.36
C (2.773, 0.570, 4.145)  -1.52
C (1.447, 1.001, 3.611)  -0.18
O (1.545, 2.207, 2.758)  0.01
C (1.556, 3.397, 3.363)  0.13
O (1.358, 3.629, 4.520)  -0.54
C (1.790, 4.484, 2.302)  0.92
F (3.070, 4.957, 2.308)  -0.29
F (1.551, 4.164, 1.009)  -0.16
F (0.981, 5.579, 2.589)  -0.27
H (3.119, 1.397, 4.765)  0.43
H (3.575, 0.387, 3.421)  0.27
H (2.700, -0.382, 4.616)  0.42
H (0.924, 1.424, 4.442)  0.52
H (0.963, 0.193, 3.114)  0.27
C (-2.685, 5.093, 5.472)  -1.45
C (-1.912, 4.738, 4.262)  0.28
O (-2.506, 3.449, 3.826)  -0.22
C (-2.088, 2.924, 2.694)  0.27
O (-1.292, 3.422, 1.940)  -0.52
C (-2.697, 1.545, 2.371)  0.84
F (-3.288, 1.538, 1.122)  -0.12
F (-1.884, 0.517, 2.350)  -0.20
F (-3.604, 1.184, 3.302)  -0.30
H (-2.604, 4.264, 6.160)  0.35
H (-3.754, 5.100, 5.235)  0.34
H (-2.336, 6.014, 5.939)  0.41
H (-0.821, 4.641, 4.444)  0.01
H (-2.054, 5.484, 3.487)  0.30
C (-8.429, 2.056, -2.094)  -1.19
C (-7.571, 3.330, -2.024)  -0.23
O (-6.151, 2.971, -2.140)  -0.15
C (-5.352, 4.019, -2.241)  0.12
O (-5.718, 5.177, -2.397)  -0.55
C (-3.898, 3.662, -2.274)  1.09
F (-3.196, 4.466, -1.409)  -0.24
F (-3.626, 2.379, -1.888)  -0.21
F (-3.334, 3.820, -3.500)  -0.28
H (-8.318, 1.538, -3.049)  0.30
H (-9.476, 2.315, -1.910)  0.38
H (-8.167, 1.320, -1.335)  0.32
H (-7.752, 3.937, -1.147)  0.35
H (-7.890, 3.940, -2.865)  0.31
C (-0.964, -3.388, 1.444)  -0.87
C (-1.531, -3.621, 0.057)  -0.23
O (-2.499, -2.567, -0.175)  -0.12
C (-3.147, -2.558, -1.316)  0.09
O (-3.126, -3.395, -2.192)  -0.55
C (-4.129, -1.383, -1.402)  1.05
F (-3.570, -0.473, -2.221)  -0.21
F (-5.333, -1.731, -1.913)  -0.28
F (-4.432, -0.762, -0.233)  -0.22
H (-0.030, -3.891, 1.664)  0.36
H (-1.688, -3.697, 2.165)  0.42
H (-0.673, -2.360, 1.459)  -0.05
H (-2.014, -4.606, 0.028)  0.38
H (-0.717, -3.518, -0.688)  0.25
C (7.204, -4.819, 1.803)  -1.21
C (5.861, -5.392, 1.407)  -0.16
O (5.646, -4.988, 0.024)  -0.21
C (4.603, -5.447, -0.594)  0.27
O (3.723, -6.126, -0.128)  -0.59
C (4.547, -4.902, -2.071)  1.05
F (4.067, -3.633, -2.196)  -0.25
F (5.778, -4.953, -2.602)  -0.27
F (3.754, -5.675, -2.855)  -0.27
H (7.982, -5.148, 1.117)  0.33
H (7.463, -5.006, 2.842)  0.38
H (7.211, -3.753, 1.592)  0.31
H (5.075, -4.959, 2.008)  0.25
H (5.819, -6.490, 1.484)  0.35
C (-0.648, 0.764, -0.900)  -0.46
C (0.778, 1.054, -0.531)  -0.18
O (1.330, -0.224, -0.176)  0.27
C (2.580, -0.408, 0.189)  -0.07
O (3.472, 0.394, 0.159)  -0.53
C (2.771, -1.846, 0.717)  0.86
F (4.088, -2.295, 0.672)  -0.25
F (2.340, -1.852, 1.959)  -0.18
F (1.982, -2.754, 0.098)  -0.14
H (-1.113, 0.286, -0.048)  0.00
H (-0.640, -0.016, -1.679)  0.01
H (-1.156, 1.642, -1.265)  0.49
H (0.953, 1.832, 0.197)  -0.13
H (1.323, 1.396, -1.439)  0.25

3.
Below is C28H35FeN5P2S as an isolated structure in a non-equilibrium geometry, with properties calculated with wB97M-V/def2-TZVPD.

Computed properties:
**HOMO (alpha / beta)**: -0.2575 / -0.3181 Ha
**Spin multiplicity**: 5
**Total charge**: 0
**Kohn-Sham gap (alpha / beta)**: 6.089 / 7.347 eV
**F_max**: 4.56 eV/A

Each line ends with the Mulliken charge.
Cartesian coordinates (Å):
Fe (0.098, -0.191, 0.190)  -0.29
C (-2.112, 1.900, -8.445)  -0.31
C (-2.201, 0.695, -7.872)  -0.33
C (-1.382, -0.521, -8.187)  -0.45
C (-0.029, -0.282, -8.898)  -0.94
C (0.933, 0.592, -8.140)  -0.25
C (1.023, 1.928, -8.150)  -0.50
C (0.203, 2.887, -8.968)  -0.48
C (-1.151, 2.365, -9.506)  -0.89
C (1.613, 0.620, 1.287)  -1.65
H (-2.830, 2.674, -8.146)  0.32
H (-3.001, 0.523, -7.141)  0.56
H (-1.977, -1.207, -8.817)  0.34
H (-1.187, -1.069, -7.250)  0.11
H (0.453, -1.270, -8.983)  0.41
H (-0.206, 0.063, -9.924)  0.34
H (1.651, 0.026, -7.534)  0.38
H (1.819, 2.406, -7.567)  0.39
H (0.799, 3.232, -9.832)  0.32
H (0.007, 3.786, -8.362)  0.32
H (-1.632, 3.223, -10.005)  0.38
H (-0.974, 1.616, -10.287)  0.32
H (1.202, 1.429, 1.939)  0.41
H (2.478, 1.030, 0.737)  0.56
H (1.987, -0.203, 1.936)  0.45
P (1.540, -0.451, -1.549)  0.69
P (-1.357, -0.698, -1.539)  0.35
N (2.582, 0.842, -2.160)  0.51
N (2.779, -1.715, -1.282)  0.56
N (-2.069, 0.555, -2.598)  0.48
N (-2.807, -1.632, -1.246)  0.47
C (0.837, -1.021, -3.141)  -1.14
C (-0.521, -1.670, -2.842)  -1.03
C (2.418, 2.168, -1.777)  -0.45
C (3.316, 2.950, -2.487)  -0.69
C (4.071, 2.077, -3.343)  -0.74
C (3.597, 0.784, -3.116)  -0.48
C (3.651, -1.664, -0.193)  -0.49
C (4.300, -2.899, -0.082)  -0.71
C (3.823, -3.724, -1.152)  -0.67
C (2.899, -2.974, -1.865)  -0.32
C (-2.327, 1.837, -2.127)  -0.47
C (-2.827, 2.611, -3.173)  -0.99
C (-2.886, 1.769, -4.334)  -0.26
C (-2.433, 0.515, -3.944)  -0.53
C (-3.865, -1.963, -2.099)  -0.27
C (-4.673, -2.902, -1.457)  -0.57
C (-4.075, -3.165, -0.176)  -0.68
C (-2.939, -2.381, -0.080)  -0.30
H (1.516, -1.719, -3.646)  0.67
H (0.740, -0.147, -3.808)  0.40
H (-1.159, -1.733, -3.732)  0.62
H (-0.388, -2.684, -2.426)  0.43
H (1.681, 2.419, -1.030)  0.40
H (3.419, 4.018, -2.407)  0.45
H (4.853, 2.370, -4.021)  0.47
H (3.917, -0.153, -3.542)  0.49
H (3.716, -0.787, 0.421)  0.47
H (5.017, -3.161, 0.670)  0.45
H (4.125, -4.740, -1.363)  0.43
H (2.310, -3.241, -2.731)  0.35
H (-2.136, 2.087, -1.094)  0.48
H (-3.101, 3.651, -3.131)  0.43
H (-3.199, 2.047, -5.332)  0.38
H (-2.343, -0.388, -4.536)  0.50
H (-3.985, -1.499, -3.066)  0.38
H (-5.572, -3.346, -1.846)  0.45
H (-4.434, -3.849, 0.576)  0.44
H (-2.229, -2.245, 0.725)  0.19
S (-1.114, -0.256, 2.093)  -0.34
C (-0.353, -0.122, 3.565)  0.27
N (0.097, -0.022, 4.650)  -0.53